DFT (ωB97M-V/def2-TZVPD) results for C2H3Br2N in the gas phase at a distorted geometry.

Charge = 0
SMILES = [H]/N=C(\Br)CBr
Energy = -143696.7368 eV
ΔE to the lowest compared entry with this formula, charge and spin = 29.6 kJ/mol
2S+1 = 1
LUMO energy = 0.14 eV

XYZ file:
```
8
Properties=species:S:1:pos:R:3:forces:R:3
C 1.124 0.646 -0.350 -2.19 -0.01 -2.55
C 1.710 -0.317 0.608 2.70 0.14 -4.10
N 0.390 0.322 -1.343 0.79 1.47 1.60
Br 1.520 2.530 0.142 -0.19 -0.79 -0.10
Br 1.905 -2.133 -0.186 0.27 0.58 0.01
H 0.999 -0.582 1.256 -1.97 -0.13 3.60
H 2.690 0.120 0.760 0.08 -0.72 1.39
H -0.042 1.145 -1.801 0.51 -0.55 0.16
```
Positions in Å, forces in eV/Å.



DFT (ωB97M-V/def2-TZVPD) results for 2 unconnected molecules or ions with the total composition C4H6OS2 at a distorted geometry.

Charge = 0
Energy = -27958.0436 eV
ΔE to the lowest compared entry with this formula, charge and spin = 505.1 kJ/mol
2S+1 = 1
LUMO energy (alpha / beta) = -0.09 / -0.22 eV

XYZ file:
```
13
Properties=species:S:1:pos:R:3:forces:R:3
C 0.701 0.111 -1.547 2.50 -2.70 1.44
C 0.314 0.807 1.192 0.16 -0.96 -0.69
C -0.350 0.935 -1.809 -3.47 3.83 -1.88
C -0.084 -1.525 1.756 -0.86 1.70 2.76
O -0.234 -0.052 1.981 -0.33 -0.39 -0.11
S 1.514 -0.955 -2.355 0.23 0.02 0.22
S 0.370 2.381 1.102 -0.06 0.51 0.50
H -1.290 0.834 -1.219 0.64 -0.69 -0.39
H -0.531 0.884 -2.923 -0.47 0.27 0.94
H -0.172 2.016 -1.548 0.43 -0.87 -0.28
H 0.232 -1.816 2.777 0.24 -0.37 -0.89
H 0.601 -1.676 0.987 1.12 -0.46 -1.20
H -1.071 -1.943 1.606 -0.12 0.13 -0.41
```
Positions in Å, forces in eV/Å.



DFT (ωB97M-V/def2-TZVPD) results for a molecular structure, C45H48BaN9O4S2 at a distorted geometry.

Charge = +1
Energy = -91405.0715 eV
ΔE to the lowest compared entry with this formula, charge and spin = 351.5 kJ/mol
2S+1 = 1
LUMO energy = -2.44 eV

XYZ file:
```
109
Properties=species:S:1:pos:R:3:forces:R:3
Ba 0.618 0.029 -0.151 1.16 6.59 1.71
C -4.930 -4.495 1.717 0.10 0.06 -0.02
C -4.076 -3.407 1.117 -0.08 -0.01 0.21
C -3.767 -3.357 -0.207 -0.01 -0.04 -0.19
C -2.987 -2.305 -0.760 0.01 -0.04 0.10
C -2.713 -2.391 -2.142 0.02 -0.18 0.02
N -2.559 -1.408 -2.973 -0.03 0.36 -0.16
C -2.948 -0.020 -2.741 0.04 -0.10 -0.03
C -1.899 0.980 -3.183 -0.04 0.03 0.00
C -2.368 2.351 -2.736 -0.05 0.11 -0.15
N -1.649 3.435 -3.393 0.04 -0.26 0.11
C -1.256 4.569 -2.833 -0.04 0.10 -0.03
C -1.046 4.899 -1.505 -0.01 0.22 0.03
C -1.038 6.317 -1.238 0.02 -0.08 -0.27
C -0.925 6.817 0.007 -0.03 0.09 0.28
C -0.979 8.291 0.315 0.02 -0.12 0.04
C -0.786 5.866 1.069 0.08 0.08 0.01
C -0.705 4.520 0.887 -0.20 -0.05 0.13
C -0.531 3.644 2.087 -0.18 -0.08 0.07
N -1.440 3.231 2.864 0.00 -0.07 -0.12
C -2.850 3.494 2.585 0.11 -0.15 0.00
C -3.540 2.325 1.863 0.22 -0.02 0.05
C -3.717 1.031 2.668 0.13 0.11 0.01
N -2.411 0.500 3.017 0.06 -0.04 -0.19
C -1.953 -0.515 2.421 -0.14 0.03 0.07
C -2.664 -1.435 1.467 0.04 0.18 0.08
C -3.507 -2.406 1.940 0.04 -0.12 0.09
C -2.374 -1.327 0.077 0.05 0.17 0.01
O -1.541 -0.420 -0.344 -3.45 -1.18 -0.06
C -0.769 3.944 -0.441 0.37 0.28 -0.30
O -0.500 2.743 -0.683 -0.12 -0.16 0.31
H -5.436 -5.073 0.943 0.02 0.02 0.02
H -5.689 -4.079 2.381 0.00 -0.01 -0.02
H -4.322 -5.186 2.310 -0.02 0.06 -0.03
H -4.157 -4.119 -0.879 0.05 0.07 0.04
H -2.646 -3.380 -2.591 0.05 0.05 0.05
H -2.228 -1.641 -3.898 -0.08 0.02 -0.06
H -3.156 0.115 -1.686 0.01 -0.07 -0.03
H -3.874 0.148 -3.293 -0.07 0.01 -0.09
H -1.781 0.957 -4.271 0.05 -0.05 -0.01
H -0.938 0.747 -2.726 0.05 0.00 -0.04
H -2.249 2.442 -1.663 -0.01 -0.02 -0.03
H -3.428 2.468 -2.978 -0.07 0.05 -0.03
H -1.711 3.448 -4.398 -0.04 -0.02 -0.08
H -1.123 5.375 -3.551 0.02 -0.02 -0.01
H -1.170 6.995 -2.080 0.02 -0.08 0.06
H -0.986 8.886 -0.598 0.00 -0.03 0.01
H -0.121 8.600 0.917 -0.02 -0.02 -0.03
H -1.878 8.537 0.885 0.03 0.00 -0.01
H -0.714 6.243 2.087 -0.02 -0.01 -0.06
H 0.492 3.365 2.338 0.00 0.02 -0.02
H -2.997 4.393 1.980 0.00 0.06 -0.03
H -3.342 3.652 3.547 -0.01 0.03 0.01
H -2.968 2.088 0.958 -0.04 0.02 -0.02
H -4.530 2.669 1.557 -0.01 -0.02 -0.04
H -4.323 0.332 2.080 -0.04 -0.01 -0.01
H -4.253 1.256 3.592 0.01 -0.02 0.03
H -0.918 -0.794 2.651 -0.11 -0.08 0.05
H -3.708 -2.437 3.008 0.02 0.00 -0.05
C 4.142 -7.645 -1.860 -0.01 0.03 -0.02
C 3.434 -6.323 -1.735 0.00 -0.03 -0.04
C 3.696 -5.476 -0.659 0.06 -0.07 0.01
C 3.020 -4.280 -0.511 0.03 0.08 -0.04
C 2.071 -3.918 -1.458 0.00 -0.14 -0.09
C 1.788 -4.743 -2.541 0.10 0.11 0.08
C 2.478 -5.936 -2.675 0.03 -0.05 0.00
S 1.143 -2.445 -1.212 0.42 -2.29 -0.58
O -0.050 -2.548 -2.034 0.00 -0.16 -0.09
O 1.948 -1.270 -1.566 1.16 -1.18 -1.18
N 0.895 -2.294 0.329 -0.18 -2.41 0.23
C 0.167 -3.253 1.068 0.24 -0.03 -0.08
C -0.472 -4.388 0.537 0.03 0.14 -0.08
C -1.116 -5.256 1.398 0.00 0.01 -0.06
C -1.131 -4.993 2.760 0.01 0.00 0.00
C -0.486 -3.847 3.190 0.07 0.11 -0.06
N 0.151 -3.003 2.378 0.02 0.01 0.08
H 5.127 -7.614 -1.394 -0.04 0.01 -0.02
H 4.262 -7.931 -2.906 0.00 0.01 0.04
H 3.566 -8.431 -1.366 0.01 0.02 -0.01
H 4.439 -5.764 0.077 -0.04 0.00 -0.04
H 3.215 -3.632 0.337 -0.04 -0.04 -0.05
H 1.037 -4.446 -3.262 0.02 -0.02 0.05
H 2.267 -6.584 -3.520 0.02 0.04 0.06
H -0.471 -4.577 -0.529 0.00 0.01 0.05
H -1.610 -6.137 1.003 0.02 0.03 0.00
H -1.621 -5.653 3.464 0.03 0.04 -0.03
H -0.472 -3.585 4.244 0.01 0.00 -0.05
C 4.561 -0.052 3.736 0.07 0.07 -0.14
N 4.873 0.625 2.481 0.08 -0.09 0.21
C 6.140 0.798 1.943 -0.11 -0.18 0.29
C 6.002 1.485 0.806 -0.19 0.04 -0.26
N 4.635 1.730 0.638 -0.02 0.24 -0.24
C 3.933 1.204 1.696 0.19 -0.11 -0.12
S 2.295 1.256 2.060 0.36 0.29 0.67
C 4.115 2.536 -0.421 0.09 -0.11 0.21
C 4.907 3.555 -0.934 0.11 0.16 0.00
C 4.405 4.303 -1.983 0.11 0.04 0.04
C 3.139 4.024 -2.469 -0.03 0.05 -0.05
C 2.429 3.001 -1.871 -0.09 -0.08 0.15
N 2.907 2.261 -0.865 -0.25 -0.22 -0.30
H 5.485 -0.450 4.147 0.00 0.01 -0.01
H 3.852 -0.858 3.557 -0.02 -0.03 -0.05
H 4.109 0.646 4.437 0.01 0.05 0.00
H 7.026 0.396 2.409 -0.12 0.02 -0.01
H 6.736 1.765 0.070 -0.11 0.01 0.06
H 5.876 3.777 -0.510 -0.04 0.00 -0.01
H 4.995 5.107 -2.404 0.00 -0.02 0.00
H 2.709 4.591 -3.285 0.02 -0.04 0.05
H 1.419 2.766 -2.190 0.05 0.00 0.01
```
Positions in Å, forces in eV/Å.



DFT (ωB97M-V/def2-TZVPD) results for 10 unconnected molecules or ions with the total composition BH22O9 at a distorted geometry.

Charge = -1
Energy = -19459.7278 eV
ΔE to the lowest compared entry with this formula, charge and spin = 289.4 kJ/mol
2S+1 = 1
LUMO energy = 2.45 eV

XYZ file:
```
32
Properties=species:S:1:pos:R:3:forces:R:3
B -0.180 -0.114 0.444 -0.04 0.00 -0.02
H -1.190 -0.071 0.821 -4.27 -0.16 1.58
H 0.110 -1.113 0.157 1.18 -4.23 -0.93
H -0.202 0.470 -0.463 0.25 2.70 -3.68
H 0.439 0.289 1.231 2.85 1.70 2.98
O 5.094 -5.039 -2.375 0.25 -0.10 0.07
H 4.231 -4.950 -1.972 -0.23 0.08 0.17
H 4.921 -5.053 -3.316 -0.03 0.03 -0.23
O 3.640 1.016 -3.561 0.12 0.05 -0.33
H 2.878 0.686 -3.083 -0.27 -0.17 0.21
H 3.988 1.713 -3.005 0.09 0.12 0.17
O -3.354 4.099 1.011 -0.26 0.13 0.14
H -2.782 3.393 0.710 0.23 -0.35 -0.01
H -3.222 4.802 0.375 0.05 0.16 -0.12
O 3.950 -0.876 4.500 0.28 -0.14 0.09
H 3.236 -0.774 3.870 -0.25 -0.01 -0.27
H 3.783 -0.205 5.162 -0.06 0.15 0.14
O -1.706 -2.757 -2.839 -0.05 -0.29 -0.36
H -1.131 -2.349 -2.192 0.24 0.25 0.38
H -2.557 -2.341 -2.699 -0.13 0.12 0.10
O -2.208 -3.254 2.947 -0.04 -0.31 0.31
H -1.607 -2.775 2.375 0.27 0.33 -0.25
H -3.071 -3.116 2.557 -0.21 0.09 -0.12
O 1.282 4.121 2.787 -0.01 0.29 0.22
H 2.119 4.301 2.359 0.17 0.01 -0.10
H 0.992 3.291 2.407 -0.19 -0.39 -0.15
O -6.390 -2.463 1.800 0.02 -0.27 0.00
H -6.719 -1.999 2.570 -0.02 0.11 0.23
H -6.541 -1.859 1.073 0.05 0.15 -0.21
O 0.741 4.614 -4.796 0.00 0.26 -0.17
H 0.084 4.420 -4.127 -0.17 -0.06 0.18
H 1.369 3.895 -4.731 0.18 -0.23 0.00
```
Positions in Å, forces in eV/Å.